C16H26Cl2CrIN3OS | ωB97M-V/def2-TZVPD

net charge: +1
expectation value of S²: 0.76
F_max: 0.0242 Eh/bohr
gap between HOMO and LUMO (spin up / spin down): 4.4 / 5.1 eV
multiplicity: 2
E_tot: -95928.150 eV

XYZ file:
```
51
Properties=species:S:1:pos:R:3:forces:R:3
Cl -1.308 -2.496 -5.223 -0.03 -0.05 -0.04
H 0.423 -1.804 -0.564 -0.05 -0.03 0.14
H 2.348 -0.337 2.717 -0.06 0.09 -0.03
C -0.116 -0.999 -3.299 0.25 0.33 0.45
H -1.495 -0.701 -0.308 0.20 -0.07 -0.23
C -1.313 3.211 1.734 -0.04 -0.14 -0.05
Cl 1.053 0.638 -1.376 0.47 0.64 -0.23
H -2.999 -1.070 1.860 -0.10 0.05 -0.04
H 0.976 -1.554 -6.492 -0.02 -0.02 0.04
I 2.265 2.338 1.449 -0.41 -0.18 -0.12
H -2.639 1.827 2.743 -0.08 -0.11 -0.03
H -2.064 -0.179 3.814 -0.04 0.09 0.04
O 1.003 -1.002 1.279 -0.45 0.73 -0.04
C 3.253 -1.630 1.183 -0.05 -0.13 -0.09
C 2.025 -0.341 -5.068 0.08 -0.11 -0.28
C -1.317 -0.292 3.031 -0.02 0.20 -0.21
H -3.377 1.011 1.049 -0.01 -0.03 0.05
N -1.640 -0.101 0.547 -0.21 0.36 0.22
H -1.816 1.907 -1.384 0.11 0.11 -0.03
N -1.003 2.537 0.443 -0.35 0.03 0.12
H -0.486 3.209 -0.115 0.22 -0.07 -0.06
H 2.733 -3.353 -0.091 0.02 0.02 -0.02
H 2.780 -1.820 -0.954 0.02 0.02 0.03
C 2.510 -2.291 -0.011 0.06 0.03 0.22
H 0.596 -2.971 0.763 -0.09 0.01 0.15
C -2.753 0.831 0.177 0.11 -0.15 0.19
H 2.799 0.841 -3.449 -0.08 -0.09 -0.03
S -1.384 -1.495 -2.219 -0.20 0.17 -0.04
C -1.621 2.191 2.818 0.11 -0.10 -0.14
H 1.894 -2.054 2.830 -0.10 -0.03 -0.04
H -2.143 3.908 1.623 -0.06 0.03 -0.03
H 3.959 -2.306 1.662 0.01 0.02 -0.03
H -0.428 3.774 2.019 0.09 0.05 -0.07
C 2.147 -1.238 2.149 0.07 -0.18 -0.08
H -2.937 2.892 -0.421 0.05 0.06 -0.02
H -0.541 -0.946 3.415 0.11 0.01 0.04
C 0.951 -0.139 -2.962 -0.57 -0.83 -0.73
C -0.055 -1.473 -4.631 0.12 0.08 0.10
C 1.029 -2.086 0.297 0.40 -0.06 -0.15
C -2.176 2.111 -0.375 0.12 -0.05 0.04
N -0.683 1.028 2.718 -0.16 -0.09 0.12
C 2.011 0.180 -3.795 0.06 0.32 0.41
H 0.068 1.184 3.381 0.13 0.00 -0.01
C 0.983 -1.155 -5.486 -0.01 -0.03 -0.07
Cr 0.166 0.872 0.828 0.31 -0.87 0.66
H 3.795 -0.743 0.862 0.01 0.04 -0.03
C -1.926 -0.925 1.754 0.13 0.16 -0.09
H -1.487 -1.908 1.611 0.00 -0.02 -0.11
H -3.376 0.375 -0.589 -0.04 -0.18 -0.04
H 2.845 -0.119 -5.738 -0.06 0.03 0.04
H -1.529 2.667 3.791 0.02 -0.02 0.12
```
Positions in Å, forces in eV/Å.

These are the Löwdin partial charges, in e, on atoms 1 to 4:
1. Cl 0.683
2. H 0.015
3. H 0.065
4. C -0.724